[1]
Computed, not measured: 12 unconnected molecules or ions with the total composition C72H153N9O6 in a non-equilibrium geometry, with wB97M-V/def2-TZVPD.

Values from the calculation:
SMILES string = Oc1ccc(O)cc1.Oc1ccc(O)cc1.Oc1ccc(O)cc1.CCN(CC)CC.CCN(CC)CC.CCN(CC)CC.CCN(CC)CC.CCN(CC)CC.CCN(CC)CC.CCN(CC)CC.CCN(CC)CC.CCN(CC)CC
largest force on an atom = 3.86 eV Å⁻¹
highest occupied orbital energy = -7.35 eV
Kohn-Sham gap = 7.9 eV
energy = -3779.14476 Eh

```
! wB97M-V def2-TZVPD RIJCOSX def2/J DEFGRID3
* xyz 0 1
C -0.09 -2.42 -5.82
C 2.22 -2.06 4.01
H 9.79 -1.44 0.93
H -0.81 0.54 4.57
C 4.20 -3.48 -2.02
C -1.43 -5.69 2.88
H -6.77 0.34 -3.94
H 0.52 -4.92 2.83
H -0.90 1.82 5.84
H -4.01 2.66 -2.31
C 3.81 -1.67 -3.50
C -7.30 -4.29 -0.04
H -3.65 0.67 0.65
H 4.12 3.28 2.75
C -1.54 7.71 4.29
C -4.45 -2.73 -1.40
C -5.21 -5.69 1.86
C 8.21 -4.18 2.12
H 0.66 4.49 0.45
H 1.74 -1.21 7.89
H -1.04 4.63 -2.16
H -6.51 -2.25 -0.81
H -3.32 1.03 3.19
H -5.67 0.58 2.01
H -4.22 -1.72 -1.62
H -1.37 -5.27 3.91
H 2.05 -0.46 -7.41
C 6.81 2.90 0.66
H 4.22 2.05 -1.29
C -0.38 -4.80 2.21
H 3.13 -2.55 4.38
C 1.82 -0.73 4.53
H -4.58 -6.27 1.16
H -5.84 0.89 -0.69
C -7.77 -4.48 -1.49
H -4.76 7.22 3.57
H 0.06 -3.94 -1.96
H 9.77 -1.13 -1.44
H 1.44 -5.10 -0.67
N -0.08 -5.19 0.77
H 1.08 0.67 -5.35
H -7.19 1.96 -0.19
H -5.36 -2.06 0.42
C 7.85 -2.75 2.33
H -3.98 3.65 2.97
H 0.88 -1.47 -1.09
H 6.69 2.27 -1.35
H 0.47 0.56 7.39
H -3.16 4.74 0.99
H 0.19 4.54 3.00
C 2.41 4.43 -1.77
H 3.92 -4.48 -1.67
N -4.89 2.45 1.43
H -0.02 5.95 -1.47
H -2.39 0.30 -3.57
H 2.71 -3.53 -3.62
H -0.34 3.16 -0.17
C 8.94 -1.91 0.42
C -1.84 6.55 3.32
C 4.75 -0.99 -2.83
H -3.82 0.14 -2.50
H 2.41 -2.03 2.95
C -0.71 0.73 5.69
H -2.04 -5.08 0.00
C 1.02 -0.65 -7.09
H -4.40 -3.72 1.46
H -1.05 3.23 2.80
O -3.24 -0.11 0.25
H 5.28 0.30 1.84
C 0.16 0.78 1.36
H -5.61 3.00 3.28
C -0.47 3.81 3.53
H 9.28 -4.44 1.98
C -1.11 -0.83 -0.56
H -0.54 -0.81 -4.25
H -4.06 -0.99 -4.95
H 1.63 -3.98 0.63
H -7.53 -5.18 0.59
H 0.27 -2.30 -3.67
C -4.66 2.79 2.85
C 0.52 0.56 -6.30
H 7.73 -4.60 3.02
C -0.62 5.05 -1.24
H 7.61 -4.65 1.34
H -6.72 -1.38 -4.27
N 1.42 3.44 -1.18
H 9.24 -2.97 0.36
H -2.35 1.84 -5.20
H 8.32 -0.37 -0.93
C 1.33 -5.02 0.43
C -3.64 5.55 4.65
C 5.72 -0.70 1.96
C -5.36 -4.24 1.42
H 2.34 -1.54 -4.83
O 5.71 -3.42 -0.24
C -6.01 1.48 1.46
O 2.74 2.48 0.93
H 6.39 -2.85 0.28
H 2.26 -3.66 -6.23
H -7.90 -3.49 0.32
C -0.70 -4.59 -1.60
N 7.70 -1.98 1.12
H 2.34 -2.41 6.63
C 3.59 -0.74 6.96
O 8.17 2.86 0.65
H -5.71 6.25 4.50
H 1.51 -2.86 4.24
C 4.10 2.65 0.76
H 0.12 -3.52 -5.67
C 2.24 -6.01 1.08
H -1.51 0.00 6.06
H -5.01 0.84 3.92
C 4.76 3.09 1.89
H -1.60 -4.13 -2.12
H 3.54 0.20 7.46
C -3.97 2.34 -6.69
C -4.81 6.16 3.89
H 3.24 -5.89 0.63
H -4.02 4.60 4.94
C -3.35 1.44 -5.54
H -1.92 1.39 1.87
H 8.50 3.05 1.55
C 6.12 3.22 1.90
H -3.77 1.93 4.65
C 2.15 1.43 -2.50
H -2.37 7.04 2.48
H -5.61 3.30 -0.32
H -4.67 -5.75 2.78
H -0.52 -3.69 2.35
H -4.81 1.86 -7.15
H -8.84 -4.86 -1.49
C -1.09 -4.56 -0.14
H 2.70 -0.06 4.45
H 5.73 -1.12 2.99
H 0.15 1.89 -1.88
N 1.37 -0.73 5.91
H 1.25 1.44 5.94
H 3.36 3.96 -1.96
C -3.12 2.11 -2.63
H 4.27 -1.42 7.44
H -2.08 3.67 4.84
H 2.60 0.62 0.93
H -1.44 5.37 -0.60
C -6.07 -0.57 -3.88
C -1.27 0.82 1.24
C 1.96 -2.86 -6.93
H 0.72 -4.41 -8.04
C -3.34 0.78 -3.26
H -2.86 0.56 -6.06
C 7.12 -0.65 1.48
H 5.13 -1.44 1.38
C 0.27 4.02 -0.47
H -7.80 -3.55 -2.03
H 0.86 -2.88 -8.89
C 5.16 -2.82 -1.30
H -0.87 6.41 2.87
H 0.70 1.43 -6.92
H -2.42 2.22 -1.79
H 8.37 -2.07 -1.61
N 1.14 -1.90 -6.30
C 5.42 -1.49 -1.74
C 0.25 -0.85 -0.46
H -1.01 8.34 3.58
N -4.22 0.95 -4.46
H -7.34 0.38 0.23
H 1.00 -0.25 3.98
O 2.23 -0.24 0.73
C -4.18 1.55 3.71
C 3.53 -2.99 -3.15
H -2.71 2.89 -3.34
H 5.01 -0.05 -3.24
H -5.78 -0.77 -2.85
C 1.35 -3.52 -8.19
C 0.68 0.53 6.30
H -4.67 -3.26 -2.30
C -1.47 4.51 4.49
H 7.72 -0.14 2.30
H -6.81 1.93 2.00
H 3.90 -0.52 5.90
C 2.19 -1.36 6.92
C -1.87 -0.06 0.34
H 2.68 5.33 0.23
H -0.76 7.42 5.02
H 8.58 -2.30 2.96
H -3.54 -3.14 -1.01
H 2.43 0.95 -1.56
C 8.85 -1.36 -0.99
H 5.90 -0.83 -1.05
C 2.59 5.61 -0.80
H 2.94 1.97 -3.02
O 3.08 -1.00 -4.49
H -3.03 3.73 -0.40
H -0.56 -5.61 -1.95
H -1.01 -6.72 2.84
H 2.39 -5.92 2.15
H -7.16 -5.21 -2.05
H 0.61 2.92 -3.12
H -1.41 -2.36 -4.12
H -5.63 4.42 1.04
H 6.79 3.50 2.76
C -0.45 -1.87 -4.34
N -5.87 -4.08 0.06
H -2.36 8.17 4.80
H -6.04 -3.71 2.09
H -0.89 -2.18 -6.57
H 1.91 -7.06 0.85
H 1.95 6.44 -0.90
C 6.17 2.49 -0.45
H -4.35 3.34 -6.35
H 3.59 6.06 -0.95
H 0.76 1.38 1.97
N -2.48 5.35 3.78
H -1.67 -1.33 -1.33
H 7.14 0.04 0.64
H 1.78 0.58 -3.11
H 0.18 3.18 4.13
H -6.16 -6.21 2.00
H -4.92 5.46 3.06
H -1.32 -3.52 0.20
H 6.92 -2.71 2.87
C -6.59 1.13 0.09
H 2.10 -4.04 -8.84
C 4.81 2.37 -0.44
C 1.01 2.42 -2.19
C -5.03 3.66 0.58
C -5.59 -2.72 -0.45
H 0.39 -0.80 -7.98
H -3.14 2.40 -7.46
C -4.90 -0.26 -4.81
H 2.24 2.73 0.12
C -3.69 4.37 0.17
H -0.58 0.45 -6.00
H -0.94 5.00 5.27
H -3.39 6.07 5.61
H -4.06 5.18 -0.49
H -2.46 -5.63 2.46
C 0.88 -0.12 0.53
H -5.36 -0.22 -5.83
H 2.91 -2.37 -7.21
H 2.02 4.81 -2.74
*
```

=====

[2]
Computed, not measured: 2 unconnected molecules or ions with the total composition C4H12N2O2 in a non-equilibrium geometry, with wB97M-V/def2-TZVPD.

Values from the calculation:
SMILES string = NCCNCC=O.O
largest force on an atom = 2.00 eV Å⁻¹
highest occupied orbital energy = -8.60 eV
Kohn-Sham gap = 9.5 eV
energy = -419.55546 Eh
relative energy (zero: lowest compared OMol25 entry of this formula, charge and spin) = 244.2 kJ/mol

```
! wB97M-V def2-TZVPD RIJCOSX def2/J DEFGRID3
* xyz 0 1
H 0.20 -1.60 2.02
H -0.33 1.09 -2.36
H 2.20 0.99 0.44
H 0.02 -0.78 -0.34
O -1.43 1.00 1.47
C 0.39 -0.56 1.68
H 2.06 1.38 -2.27
H 2.21 -0.30 -1.74
H -1.03 0.38 3.29
H 0.43 -0.17 -3.27
C 1.32 0.82 -0.21
N 0.74 -0.43 0.29
N 0.23 0.24 -2.37
C 1.53 0.54 -1.72
H -1.53 -0.81 -0.38
O -1.78 -1.69 -0.67
H -1.77 -1.60 -1.63
H 0.67 1.71 -0.09
H 1.23 -0.11 2.23
C -0.78 0.28 2.18
*
```

=====

[3]
Computed, not measured: a molecular structure, C23H48NOP3SeW in a non-equilibrium geometry, with wB97M-V/def2-TZVPD.

Values from the calculation:
largest force on an atom = 4.76 eV Å⁻¹
highest occupied orbital energy (spin up / spin down) = -18.33 / -18.57 eV
Kohn-Sham gap (spin up / spin down) = 2.4 / 2.8 eV
expectation value of S² = 2.39
energy = -4525.87238 Eh

```
! wB97M-V def2-TZVPD RIJCOSX def2/J DEFGRID3
* xyz 4 3
C -5.51 2.58 -0.58
H 1.55 2.14 6.59
H -0.76 4.53 -2.85
C 1.61 -0.86 1.40
C -4.86 1.36 -0.54
H -1.86 -2.12 1.89
O 0.92 2.43 2.39
P 0.43 -1.23 0.07
H 0.46 -3.08 -3.14
H -3.35 -2.03 -2.07
H 1.71 -1.65 -2.16
W -1.43 0.66 -2.25
C 3.59 2.23 5.94
C -2.43 -2.54 -2.38
C -6.60 2.84 0.25
H -6.58 -0.04 2.10
C 2.10 2.03 5.65
H -2.29 -1.64 -5.27
H 2.46 -0.36 -1.22
C -1.61 -0.10 1.75
H -1.23 4.20 -1.11
H -4.84 -0.68 0.32
N 3.13 2.55 2.80
H -3.17 -0.39 -4.32
H 1.77 1.45 -3.56
C 4.30 2.95 3.59
H 2.34 2.18 -0.90
H -0.39 -2.92 -4.72
Se -3.68 1.20 -2.31
H -2.06 3.29 -2.39
C -2.18 -0.77 -4.62
H 5.18 2.93 2.93
C -6.30 0.67 1.29
C -1.09 3.77 -2.11
C 0.06 -2.36 -3.87
H -2.70 -3.34 -3.09
H -7.87 2.07 1.84
P -1.26 -1.37 -3.18
C 4.53 2.00 4.75
H 1.92 1.01 5.30
H 3.25 2.50 1.80
P 0.19 2.45 -2.08
C 1.82 2.65 3.19
H -0.41 -3.36 0.82
H 4.43 0.97 4.41
C 0.35 -3.03 0.11
H -7.14 3.78 0.17
C 1.48 2.88 -0.79
C -5.27 0.36 0.35
H -5.24 3.30 -1.33
H 3.74 3.25 6.33
H 1.88 4.06 4.83
H 0.16 -3.41 -0.90
H 1.82 3.94 -0.93
H -0.08 0.12 -1.25
H 5.57 2.12 5.09
H 0.16 1.64 -4.32
H 1.50 -1.62 2.17
H 1.25 3.12 -4.15
C 1.54 3.03 4.64
H -1.98 -3.01 -1.49
H 1.54 0.15 1.80
C 0.93 2.15 -3.71
C -1.23 -1.30 2.34
H 0.44 3.03 4.73
H 4.16 3.99 3.94
H -0.94 0.85 1.39
H -2.60 0.06 1.05
H 1.12 2.74 0.27
H -0.70 -1.60 3.26
H -1.62 0.03 -5.13
H 3.88 1.53 6.74
H 2.61 -1.01 0.97
H 1.33 -3.42 0.41
H 2.71 -2.05 -0.75
C 1.96 -1.33 -1.13
C -7.00 1.87 1.19
H 0.85 -1.70 -4.26
*
```

=====

[4]
Computed, not measured: a molecular structure, C3H3F2N3O4S2 in a non-equilibrium geometry, with wB97M-V/def2-TZVPD.

Values from the calculation:
largest force on an atom = 6.57 eV Å⁻¹
highest occupied orbital energy (spin up / spin down) = -19.96 / -21.18 eV
Kohn-Sham gap (spin up / spin down) = 10.4 / 5.3 eV
expectation value of S² = 2.01
energy = -1576.42693 Eh

```
! wB97M-V def2-TZVPD RIJCOSX def2/J DEFGRID3
* xyz 2 3
N 0.52 0.05 -1.50
O -3.51 -1.53 -0.92
O -3.29 -2.89 1.13
O -3.14 -1.45 3.01
N -1.84 -0.97 0.96
C -0.94 -0.24 0.17
H 2.05 0.74 -0.34
F -1.17 -2.87 2.31
F -4.28 -0.60 1.11
S -3.48 -1.68 0.43
N 0.33 -0.07 0.71
S -1.80 -1.45 2.67
C 1.10 0.30 -0.28
C -0.79 -0.12 -1.24
H 0.64 -0.09 1.69
H -1.37 -0.21 -2.15
O -0.77 -0.72 3.26
*
```

=====

[5]
Computed, not measured: a molecular structure, C53H35F5N6O5PSW in a non-equilibrium geometry, with wB97M-V/def2-TZVPD.

Values from the calculation:
largest force on an atom = 1.21 eV Å⁻¹
highest occupied orbital energy (spin up / spin down) = -9.89 / -9.55 eV
Kohn-Sham gap (spin up / spin down) = 6.4 / 6.0 eV
energy = -4051.26531 Eh
relative energy (zero: lowest compared OMol25 entry of this formula, charge and spin) = 0.0 kJ/mol

```
! wB97M-V def2-TZVPD RIJCOSX def2/J DEFGRID3
* xyz 1 1
H -2.89 -8.98 1.08
C -4.60 0.01 -1.85
C -0.93 -2.35 4.66
N 0.29 1.55 -1.14
F 0.84 -2.48 -3.60
C 0.89 2.61 -0.74
C -2.13 -3.10 -5.04
C -1.65 -0.88 2.90
C -3.45 0.31 -1.11
N 0.66 -4.80 6.05
C 2.66 -2.67 2.43
F 2.92 -2.35 -5.31
C 1.86 3.75 1.30
C 2.94 -1.63 -4.18
O -2.55 -7.84 2.70
C -4.30 2.56 -0.81
H -4.71 -0.98 -2.28
H 1.98 4.69 0.77
H -2.10 -3.59 -6.01
C 0.42 -6.09 3.95
H -2.33 -1.13 -5.88
C -2.23 -6.56 4.62
W 0.06 -0.09 0.25
H 3.57 -2.72 1.86
H -6.48 0.70 -2.61
C -2.20 -1.83 -2.56
H -1.00 -3.24 0.35
C -3.76 -3.99 2.16
C 2.12 2.45 3.28
H -1.82 -5.42 6.38
F 5.03 0.75 -2.47
H 1.36 0.45 3.10
H -2.39 -0.22 2.48
C -2.05 -8.45 1.52
C -4.60 -3.00 1.70
C -1.43 -5.80 5.45
H 1.05 0.98 -5.26
H -1.98 -4.92 -3.93
O -1.52 1.02 0.83
O -1.78 3.18 0.33
C 0.29 -2.54 3.96
C 1.29 2.65 0.69
C 1.06 2.26 -3.55
H -1.08 -2.84 5.61
C -5.44 2.24 -1.53
C -1.88 -1.53 4.12
H 3.29 4.73 -2.92
S -0.34 1.55 -2.75
C 1.83 -0.95 -2.12
H 2.44 2.32 4.30
F 5.04 -0.72 -4.77
H -2.06 -3.82 -1.75
H 4.06 4.03 -5.16
N 1.24 3.62 -1.57
C -2.25 -1.72 -4.97
H 3.41 -3.86 4.07
C 1.69 3.30 -2.88
F 3.01 0.63 -0.76
C -1.69 -7.11 3.45
H -4.16 3.55 -0.41
N 1.37 -3.84 5.74
C -0.36 -6.90 3.13
H -5.61 -2.92 2.09
C 3.22 3.53 -4.70
C 1.39 -3.30 4.41
C -0.11 -5.52 5.09
C -2.46 -4.08 1.66
H -1.79 -4.84 2.04
H 0.09 -7.35 2.26
C 2.94 -0.14 -1.87
H -2.42 -0.02 -3.70
C 4.02 -0.80 -3.91
C 2.27 3.65 2.62
C 4.01 -0.06 -2.75
H 1.71 4.41 -1.15
H -2.82 -1.36 4.63
C 1.52 1.40 2.61
C 1.59 -1.94 1.96
C -2.29 -1.09 -3.74
H -1.68 -7.70 0.82
O 1.59 -1.26 0.81
C 1.88 -1.70 -3.31
H -1.26 -9.16 1.75
C 2.60 2.48 -5.36
C -2.02 -3.18 0.71
H -4.84 -1.32 0.39
C -2.10 -3.21 -2.64
H -4.09 -4.70 2.91
C 2.55 -3.32 3.67
H 2.71 4.51 3.11
C -5.59 0.96 -2.04
C -4.16 -2.09 0.74
O 0.71 -0.98 -1.41
P -2.17 -0.99 -0.95
H 2.96 2.16 -6.33
N 1.10 1.50 1.35
C -3.32 1.61 -0.58
H -6.21 2.98 -1.69
C -2.06 -3.85 -3.88
C 0.42 -1.87 2.73
C 2.78 3.94 -3.45
H -3.26 -6.78 4.87
C -2.13 2.03 0.22
C -2.87 -2.18 0.23
H 1.46 -5.93 3.69
N -0.54 -1.05 2.21
C 1.53 1.82 -4.77
*
```

=====

[6]
Computed, not measured: a gas-phase ion, C4H6NOS2 (charge -1) in a non-equilibrium geometry, with wB97M-V/def2-TZVPD.

Values from the calculation:
SMILES string = C/C(=C/SC=S)[N-]O
largest force on an atom = 4.91 eV Å⁻¹
highest occupied orbital energy (spin up / spin down) = -2.89 / -2.89 eV
Kohn-Sham gap (spin up / spin down) = 6.5 / 6.5 eV
energy = -1082.27040 Eh
relative energy (zero: lowest compared OMol25 entry of this formula, charge and spin) = 229.8 kJ/mol

```
! wB97M-V def2-TZVPD RIJCOSX def2/J DEFGRID3
* xyz -1 1
S -2.56 -2.64 0.27
H -0.06 0.93 -1.57
C 0.13 -0.04 0.34
C 0.80 -0.83 1.22
C 0.66 0.84 -0.81
C -1.82 -1.82 1.47
H -2.23 -1.08 2.06
N -1.17 0.09 0.36
S -0.14 -2.16 1.95
O -1.94 0.04 -0.85
H 1.84 -0.61 1.43
H -1.89 -0.96 -0.92
H 1.62 0.46 -1.45
H 0.99 1.90 -0.41
*
```

=====

[7]
Computed, not measured: C9H8O2 in the gas phase in a non-equilibrium geometry, with wB97M-V/def2-TZVPD.

Values from the calculation:
largest force on an atom = 4.92 eV Å⁻¹
highest occupied orbital energy (spin up / spin down) = -9.04 / -7.65 eV
Kohn-Sham gap (spin up / spin down) = 9.4 / 7.5 eV
energy = -497.97945 Eh
relative energy (zero: lowest compared OMol25 entry of this formula, charge and spin) = 673.1 kJ/mol

```
! wB97M-V def2-TZVPD RIJCOSX def2/J DEFGRID3
* xyz 0 1
C 0.19 0.79 -0.61
C -0.29 -1.14 0.91
H 2.70 2.60 -0.15
C -2.38 -2.13 1.26
H -0.65 -2.79 2.25
C -1.00 -2.11 1.52
C -2.09 -0.36 -0.38
H -2.98 -2.86 1.77
C 1.63 0.68 -0.67
O 1.01 1.39 0.30
H 4.11 2.56 -1.46
O 2.53 1.19 -1.48
H -0.34 1.46 -1.38
H -3.95 -1.50 -0.05
H 4.12 1.36 -0.16
C 3.45 2.08 -0.81
C -2.91 -1.27 0.33
C -0.76 -0.30 -0.10
H -2.39 0.33 -1.07
*
```

=====

Among the records above, which one has the lowest energy? C23H48NOP3SeW

=====

Look up the largest force on an atom of the seventh one. 4.92 eV Å⁻¹

=====

Among the records above, which one has the lowest energy? C23H48NOP3SeW

=====

Which formula does entry 5 have? C53H35F5N6O5PSW